{"formula": "C5H9O2P", "method": "ωB97M-V/def2-TZVPD", "homo_energy_ev": -8.51, "smiles": "C[P@@]1(=O)CCCC1=O", "gap_ha": 0.3371, "e_above_lowest_kcal_mol": 20.2, "fmax_ev_per_a": 3.686, "e_tot_ev": -18714.010, "symbols": ["C", "C", "C", "C", "C", "O", "O", "P", "H", "H", "H", "H", "H", "H", "H", "H", "H"], "positions_angstrom": [[-0.970852, -1.121414, 0.470381], [0.261868, -1.837068, -0.118081], [1.178075, -0.714981, -0.608814], [0.493502, 0.397112, -1.359092], [-0.503008, 1.752402, 1.315151], [-1.670997, -1.471849, 1.356015], [-2.081134, 1.442299, -1.080659], [-0.979598, 0.886068, -0.246001], [0.789873, -2.254496, 0.783196], [0.012147, -2.780946, -0.717771], [1.778591, -0.434366, 0.336917], [2.049026, -1.025098, -1.200766], [1.165133, 1.320663, -1.482975], [0.068310, 0.153134, -2.314042], [-0.991352, 2.699265, 1.117075], [-1.137714, 1.313714, 2.070626], [0.538128, 1.675564, 1.678840]], "forces_ev_per_angstrom": [[0.592, 2.128, -1.179], [-0.091, -1.253, 1.182], [2.413, -0.573, 0.396], [-0.007, 2.923, 2.246], [-0.728, -0.631, -0.804], [-0.528, -0.610, 0.480], [0.052, 0.057, 1.076], [1.433, -2.900, -1.119], [-0.688, 0.073, -0.688], [0.222, 1.746, 0.211], [-1.325, 0.549, -1.250], [-0.419, -0.618, -0.189], [-0.825, -1.405, 0.051], [-0.182, -0.370, -0.389], [0.797, 0.822, 0.288], [-0.204, -0.411, 0.335], [-0.513, 0.472, -0.647]]}